(1)
Entry from the OMol25 dataset: the molecule C22H31N3O3 (wB97M-V/def2-TZVPD).

- energy relative to the best compared isomer or geometry (same formula, charge and spin) (eV) = 2.781
- LUMO energy (eV) = 0.543
- HOMO-LUMO gap (eV) = 9.09
- net charge = 0
- largest force on an atom (eV/Å) = 0.7

Geometry (Å):
C  -3.476  -2.883  -0.599
N  -2.591  -1.827  -1.046
C  -3.085  -0.565  -1.107
O  -4.218  -0.312  -0.731
C  -2.201  0.533  -1.666
H  -1.228  0.178  -1.989
C  -2.016  1.686  -0.655
N  -1.350  1.236  0.560
C  -0.288  2.132  1.006
C  0.954  1.909  0.199
C  2.163  1.743  0.730
C  3.410  1.511  0.013
C  3.495  1.468  -1.380
C  4.700  1.223  -2.007
C  5.850  1.016  -1.261
C  5.783  1.059  0.122
C  4.578  1.304  0.750
H  4.533  1.332  1.830
H  6.674  0.900  0.711
H  6.791  0.825  -1.755
H  4.746  1.193  -3.086
H  2.612  1.628  -1.979
H  2.263  1.771  1.809
H  0.810  1.885  -0.871
H  -0.583  3.194  0.928
H  -0.076  1.923  2.057
C  -2.293  0.875  1.597
C  -3.214  2.037  1.973
N  -3.834  2.542  0.772
C  -3.362  2.399  -0.480
O  -3.938  2.872  -1.439
H  -4.729  3.003  0.848
H  -3.988  1.694  2.665
H  -2.641  2.835  2.467
H  -2.908  0.056  1.223
H  -1.742  0.526  2.473
H  -1.373  2.424  -1.149
H  -2.738  0.956  -2.520
C  -1.248  -2.233  -1.405
H  -0.978  -1.828  -2.386
H  -1.256  -3.322  -1.500
C  -0.178  -1.834  -0.375
C  1.208  -2.263  -0.866
H  1.467  -1.750  -1.793
C  2.260  -1.938  0.195
H  3.240  -2.319  -0.098
O  1.967  -2.540  1.434
C  0.723  -2.110  1.934
C  -0.425  -2.476  0.992
H  -1.363  -2.120  1.417
H  -0.465  -3.563  0.891
H  0.606  -2.600  2.903
H  0.738  -1.018  2.080
H  2.326  -0.847  0.319
H  1.211  -3.339  -1.053
H  -0.194  -0.748  -0.237
H  -3.619  -3.618  -1.395
H  -3.073  -3.384  0.282
H  -4.437  -2.435  -0.353

---

(2)
Entry from the OMol25 dataset: the molecule C22H31N3O5S (wB97M-V/def2-TZVPD).

- energy relative to the best compared isomer or geometry (same formula, charge and spin) (eV) = 1.007
- LUMO energy (eV) = 0.555
- HOMO-LUMO gap (eV) = 9.08
- net charge = 0
- largest force on an atom (eV/Å) = 0.9

Geometry (Å):
C  -4.149  -3.783  -1.749
C  -3.259  -2.769  -1.101
C  -3.320  -2.547  0.272
C  -2.486  -1.621  0.873
C  -1.587  -0.916  0.098
C  -1.500  -1.126  -1.264
C  -2.337  -2.053  -1.859
H  -2.277  -2.223  -2.924
H  -0.771  -0.574  -1.836
S  -0.572  0.330  0.871
O  -0.313  -0.035  2.232
O  0.529  0.629  0.003
N  -1.507  1.703  0.908
C  -2.378  1.973  2.027
C  -3.842  1.778  1.634
C  -4.090  2.594  0.366
H  -3.963  3.665  0.575
O  -3.220  2.181  -0.673
C  -1.855  2.276  -0.367
C  -1.262  3.705  -0.468
N  0.153  3.627  -0.209
C  0.991  2.931  -1.003
O  0.779  2.612  -2.159
C  2.309  2.632  -0.285
O  2.521  3.041  0.844
N  3.140  1.912  -1.039
C  4.433  1.445  -0.610
H  5.209  2.081  -1.059
H  4.469  1.565  0.476
C  4.697  -0.013  -1.002
C  3.899  -1.005  -0.193
C  4.310  -1.399  1.005
C  3.589  -2.405  1.847
C  2.662  -3.258  0.988
C  1.789  -2.340  0.143
C  2.642  -1.526  -0.828
H  2.914  -2.138  -1.696
H  2.054  -0.678  -1.185
H  1.254  -1.654  0.802
H  1.045  -2.918  -0.414
H  3.258  -3.901  0.335
H  2.042  -3.896  1.620
H  2.999  -1.879  2.605
H  4.313  -3.034  2.371
H  5.216  -0.985  1.429
H  4.475  -0.137  -2.065
H  5.763  -0.201  -0.855
H  2.792  1.650  -1.952
H  0.477  3.679  0.752
H  -1.422  4.072  -1.484
H  -1.719  4.387  0.249
H  -1.349  1.681  -1.133
H  -5.095  2.429  -0.028
H  -4.034  0.725  1.421
H  -4.501  2.110  2.436
H  -2.218  3.005  2.363
H  -2.066  1.299  2.826
H  -2.508  -1.448  1.938
H  -4.025  -3.104  0.872
H  -4.403  -3.484  -2.762
H  -3.635  -4.744  -1.801
H  -5.064  -3.922  -1.178

---

Computed energy (eV) in order:
-33930.25078, -48860.95322